Below is a single C4H5NO molecule, with properties calculated with wB97M-V/def2-TZVPD.

The geometry in ORCA input format:
```
! RIJCOSX wB97M-V def2-TZVPD def2/J DEFGRID3
* xyz 0 1
O 2.26 -0.09 -0.21
C 0.91 -0.17 -0.03
C 0.16 0.89 0.56
C -1.16 0.59 0.39
N -1.24 -0.64 -0.20
C 0.03 -1.13 -0.46
H 2.38 0.86 -0.38
H 0.60 1.72 1.10
H -2.04 1.17 0.61
H -2.09 -1.10 -0.46
H 0.18 -2.10 -0.92
*
```

Values from the calculation:
Energy above the lowest of the compared OMol25 structures with the same formula, charge and spin ... 57.57 kJ/mol
Total energy ... -7765.9297 eV
LUMO level ... 1.0239 eV
Largest force on an atom ... 0.6 eV/Å



Below is a molecular structure, C12H24MgO26P3V2 in a non-equilibrium geometry, with properties calculated with wB97M-V/def2-TZVPD.

The geometry in ORCA input format:
```
! RIJCOSX wB97M-V def2-TZVPD def2/J DEFGRID3
* xyz -3 3
O -1.84 2.19 0.23
V -0.55 2.38 -0.70
O 3.78 3.55 -0.50
V 2.37 3.22 0.14
Mg 2.08 0.35 1.64
P 1.23 0.64 -0.91
O 2.20 -0.35 -0.22
O 1.62 2.08 -1.42
O 0.96 1.41 0.45
O -0.27 0.32 -1.07
P 3.08 2.51 2.78
O 4.24 2.53 3.75
O 3.29 1.80 1.34
O 2.21 3.72 2.51
O 2.34 1.18 3.33
P -0.04 5.14 0.11
O 1.53 5.17 0.34
O 0.27 3.69 0.78
O -0.85 4.42 -1.03
O -0.71 5.79 1.28
C -1.10 0.43 -4.38
O -1.89 1.59 -4.72
C -1.99 2.50 -3.78
O -1.58 2.36 -2.65
O -2.76 3.49 -4.20
C -2.84 4.60 -3.27
H -1.31 0.12 -3.36
H -0.04 0.67 -4.46
H -1.37 -0.36 -5.06
H -3.53 4.38 -2.47
H -3.23 5.43 -3.86
H -1.83 4.86 -2.95
C 4.95 -2.04 0.27
O 4.20 -2.93 1.12
C 3.62 -2.36 2.18
O 3.35 -1.20 2.28
O 3.24 -3.29 3.05
C 2.86 -2.75 4.31
H 4.47 -2.02 -0.70
H 5.98 -2.39 0.28
H 4.87 -1.01 0.62
H 3.47 -1.91 4.64
H 2.94 -3.55 5.04
H 1.85 -2.33 4.30
C -4.94 -4.83 -2.47
O -4.11 -3.70 -2.17
C -3.14 -3.45 -3.03
O -2.80 -4.15 -3.96
O -2.51 -2.30 -2.78
C -2.82 -1.47 -1.66
H -5.26 -4.83 -3.51
H -5.81 -4.77 -1.82
H -4.40 -5.76 -2.29
H -1.99 -1.47 -0.95
H -3.72 -1.79 -1.15
H -2.93 -0.44 -1.99
C -0.55 0.04 4.62
O -1.15 -1.01 3.83
C -0.49 -1.26 2.72
O 0.53 -0.70 2.42
O -1.07 -2.24 2.05
C -0.35 -2.66 0.88
H 0.17 -0.38 5.33
H -1.34 0.50 5.21
H -0.05 0.79 4.00
H 0.70 -2.87 1.09
H -0.29 -1.83 0.17
H -0.93 -3.44 0.40
*
```

Values from the calculation:
Energy above the lowest of the compared OMol25 structures with the same formula, charge and spin ... 181.36 kJ/mol
Total energy ... -150764.4574 eV
LUMO level (alpha / beta) ... 4.7239 / 4.7238 eV
Largest force on an atom ... 8.6 eV/Å
<S²> ... 2.05



Below is a molecular structure, C11H17BN6O3PtS in a non-equilibrium geometry, with properties calculated with wB97M-V/def2-TZVPD.

The geometry in ORCA input format:
```
! RIJCOSX wB97M-V def2-TZVPD def2/J DEFGRID3
* xyz 2 3
C 2.87 -1.01 0.01
N 1.57 -0.97 -0.38
N 1.42 -0.04 -1.37
C 2.65 0.45 -1.67
C 3.58 -0.14 -0.82
B 0.17 0.28 -2.21
N -0.76 -0.97 -2.11
N -0.74 -1.96 -1.15
C -1.61 -2.94 -1.51
C -2.10 -2.65 -2.78
C -1.56 -1.41 -3.12
Pt 0.15 -2.00 0.63
N -0.36 1.82 -2.17
N -1.07 2.50 -1.18
C -1.22 3.77 -1.57
C -0.67 3.93 -2.88
C -0.15 2.68 -3.21
H -1.71 4.53 -0.97
H 0.38 2.35 -4.10
H -0.66 4.83 -3.47
H 0.56 0.19 -3.38
H -1.68 -0.81 -4.01
H 2.75 1.18 -2.46
H -2.76 -3.25 -3.37
H 4.64 0.07 -0.79
H -1.87 -3.74 -0.83
H 3.17 -1.61 0.85
H -1.74 -0.65 1.25
C -1.45 -1.66 1.61
H -2.25 -2.39 1.38
H 0.45 -3.45 0.79
H -1.27 -1.58 2.69
C 0.84 0.21 4.36
S 0.42 1.29 2.98
O -1.01 1.60 3.18
O 1.32 2.45 3.06
O 0.66 0.48 1.76
H -0.07 -0.22 4.78
H 1.37 0.79 5.12
H 1.49 -0.58 3.97
*
```

Values from the calculation:
Energy above the lowest of the compared OMol25 structures with the same formula, charge and spin ... 131.04 kJ/mol
Total energy ... -41500.5693 eV
LUMO level (alpha / beta) ... -9.1115 / -10.2944 eV
Largest force on an atom ... 4.3 eV/Å
<S²> ... 2.04



Below is a molecular structure, C19H43F4NNbO12P2S3 in a non-equilibrium geometry, with properties calculated with wB97M-V/def2-TZVPD.

The geometry in ORCA input format:
```
! RIJCOSX wB97M-V def2-TZVPD def2/J DEFGRID3
* xyz -1 1
C -4.91 -1.81 -1.93
C -3.79 -2.19 -2.90
S -2.20 -2.65 -2.13
C -2.52 -2.91 -0.35
Nb -0.90 -2.33 1.10
S 0.34 -1.20 -0.71
C -1.84 -0.43 1.68
C -3.37 -0.49 1.93
O -3.63 -0.22 3.32
O 0.70 -2.07 2.44
C 1.21 -0.91 2.45
N 1.53 0.18 2.70
C -1.99 -3.46 2.78
F -2.12 -2.68 3.90
F -1.23 -4.51 3.21
F -3.24 -3.94 2.53
S 0.33 -4.54 0.33
O 0.78 -4.36 -1.03
O -0.57 -5.67 0.44
F 1.64 -4.86 1.22
H -5.42 -2.70 -1.57
H -5.65 -1.20 -2.46
H -4.54 -1.23 -1.08
H -4.13 -2.98 -3.56
H -3.57 -1.32 -3.51
H -2.60 -4.00 -0.23
H -3.47 -2.48 -0.06
H 0.16 0.10 -0.40
H -1.66 0.29 0.88
H -1.40 0.02 2.58
H -3.84 0.33 1.39
H -3.82 -1.45 1.71
H -3.95 -1.04 3.72
O 7.10 -3.75 0.41
P 6.37 -2.50 0.11
O 6.03 -2.47 -1.46
C 5.17 -3.50 -1.99
C 3.73 -3.31 -1.56
O 7.50 -1.32 0.21
C 8.80 -1.58 0.72
C 9.78 -1.89 -0.39
O 5.18 -1.53 0.59
C 4.49 -1.78 1.84
C 5.43 -1.69 3.03
H 5.54 -4.48 -1.68
H 5.26 -3.44 -3.08
H 3.61 -3.50 -0.49
H 3.07 -4.00 -2.09
H 3.40 -2.29 -1.75
H 8.77 -2.38 1.46
H 9.11 -0.67 1.25
H 9.39 -2.68 -1.04
H 10.74 -2.21 0.02
H 9.94 -1.01 -1.01
H 4.01 -2.76 1.80
H 3.71 -1.03 1.91
H 6.18 -2.49 3.00
H 4.87 -1.78 3.96
H 5.96 -0.74 3.02
O -2.37 3.97 -1.37
P -3.51 4.79 -0.90
O -3.97 4.24 0.54
C -3.05 4.28 1.64
C -2.86 5.68 2.18
O -4.77 4.36 -1.82
C -4.59 3.51 -2.95
C -4.82 2.06 -2.56
O -4.04 6.32 -0.72
C -3.27 7.39 -1.29
C -3.16 7.28 -2.80
H -2.10 3.84 1.34
H -3.48 3.64 2.41
H -2.31 6.31 1.46
H -2.28 5.66 3.10
H -3.82 6.16 2.36
H -3.61 3.64 -3.39
H -5.33 3.82 -3.70
H -4.22 1.81 -1.69
H -4.56 1.38 -3.38
H -5.86 1.89 -2.29
H -2.27 7.41 -0.83
H -3.77 8.31 -1.01
H -2.59 6.40 -3.09
H -2.66 8.16 -3.21
H -4.15 7.19 -3.24
*
```

Values from the calculation:
Total energy ... -109967.9697 eV
LUMO level ... 0.2808 eV
Largest force on an atom ... 5.1 eV/Å



Below is a molecular structure, C7H10N2O3S in a non-equilibrium geometry, with properties calculated with wB97M-V/def2-TZVPD.

The geometry in ORCA input format:
```
! RIJCOSX wB97M-V def2-TZVPD def2/J DEFGRID3
* xyz 0 1
C -2.80 0.80 -0.47
C -1.81 1.74 -0.12
C -2.80 -0.46 0.03
C -0.69 1.25 0.52
C -1.58 -0.91 0.61
C -0.46 -0.12 0.62
C 1.01 -0.52 0.89
N 1.39 -0.39 -1.97
N 1.14 -1.97 0.82
O 1.82 0.43 1.65
O 3.39 -0.52 -0.27
O 1.96 1.49 -0.49
S 2.15 0.06 -0.49
H -3.47 1.19 -1.20
H -1.87 2.76 -0.25
H -3.56 -1.19 -0.45
H 0.15 1.91 0.73
H -1.58 -1.92 0.77
H 2.41 -0.45 -2.39
H 0.90 0.45 -2.27
H 0.93 -2.50 1.70
H 1.39 1.29 1.44
H 1.99 -2.41 0.58
*
```

Values from the calculation:
Energy above the lowest of the compared OMol25 structures with the same formula, charge and spin ... 304.03 kJ/mol
Total energy ... -27375.6131 eV
LUMO level ... 0.5990 eV
Largest force on an atom ... 6.4 eV/Å



Below is a gas-phase ion, C6H8N (charge +1) in a non-equilibrium geometry, with properties calculated with wB97M-V/def2-TZVPD.

The geometry in ORCA input format:
```
! RIJCOSX wB97M-V def2-TZVPD def2/J DEFGRID3
* xyz 1 1
C -1.45 2.01 1.04
C 1.91 0.05 -0.34
C 3.06 0.49 -0.16
C 0.64 -0.56 -0.38
C -0.85 -0.08 -0.08
C -2.05 -1.08 -0.08
N -1.14 1.09 0.34
H -1.81 2.97 1.21
H 3.40 0.63 0.92
H 3.79 0.58 -0.90
H 0.68 -0.65 -1.40
H 0.71 -1.53 0.14
H -1.83 -1.90 -0.64
H -2.75 -0.51 -0.59
H -2.29 -1.51 0.91
*
```

Values from the calculation:
Energy above the lowest of the compared OMol25 structures with the same formula, charge and spin ... 762.36 kJ/mol
Total energy ... -7827.7870 eV
LUMO level (alpha / beta) ... -6.3003 / -5.4378 eV
Largest force on an atom ... 4.3 eV/Å